The following is a DFT calculation (wB97M-V/def2-TZVPD) of a cluster of 2 separate species, C3H3O3 in total.

ORCA input file:
```
! wB97M-V def2-TZVPD RIJCOSX def2/J DEFGRID3
* xyz 1 1
C 0.300 -1.072 -0.102
C 1.452 0.703 0.123
C -0.502 0.021 -0.095
O 1.542 -0.579 0.020
O 0.226 1.110 0.068
O -2.540 -0.045 0.263
H 0.104 -2.127 -0.194
H 2.307 1.357 0.251
H -2.890 0.631 -0.334
*
```

**E**: -341.3532 Ha
**LUMO energy (spin up / spin down)**: -6.77 / -6.77 eV
**Kohn-Sham gap (spin up / spin down)**: 9.678 / 9.677 eV
**Strongest force on any atom**: 6.2 eV Å⁻¹

---

The following is a DFT calculation (wB97M-V/def2-TZVPD) of an isolated molecule of C3H3O3P.

ORCA input file:
```
! wB97M-V def2-TZVPD RIJCOSX def2/J DEFGRID3
* xyz 0 1
C 0.258 -1.279 0.133
C -1.014 0.242 -0.461
C 0.093 0.220 0.682
O 0.995 -2.177 0.381
O 1.765 1.838 -0.789
O -0.690 -1.098 -0.809
P 1.807 1.186 0.511
H -2.031 0.077 0.080
H -0.799 0.907 -1.309
H -0.383 0.085 1.582
*
```

**Structure (SMILES)**: O=P[C@H]1COC1=O
**E**: -683.1403 Ha
**LUMO energy**: -1.15 eV
**Kohn-Sham gap**: 8.770 eV
**Strongest force on any atom**: 3.7 eV Å⁻¹

---

The following is a DFT calculation (wB97M-V/def2-TZVPD) of a structure of composition C3H3O3P.

ORCA input file:
```
! wB97M-V def2-TZVPD RIJCOSX def2/J DEFGRID3
* xyz 0 1
C -0.986 1.101 -0.040
C -0.036 0.251 -0.188
C -2.050 -0.151 -0.045
O -3.187 -0.132 0.214
O -1.260 -1.087 -0.423
O 1.911 -1.165 0.637
P 1.573 -0.286 -0.690
H -0.965 2.193 0.232
H 2.755 -1.585 0.569
H 2.244 0.861 -0.266
*
```

**E**: -683.0815 Ha
**LUMO energy**: -0.40 eV
**Kohn-Sham gap**: 9.508 eV
**Strongest force on any atom**: 3.1 eV Å⁻¹

---

The following is a DFT calculation (wB97M-V/def2-TZVPD) of a cluster of 2 separate species, C3H3O4 in total.

ORCA input file:
```
! wB97M-V def2-TZVPD RIJCOSX def2/J DEFGRID3
* xyz -1 1
C 0.365 -0.370 -1.373
C -0.165 0.597 1.956
C -0.569 0.578 -0.937
O -0.141 -1.700 -1.559
O 1.563 -0.129 -1.215
O 0.691 -0.104 2.440
O -1.052 1.658 -1.215
H 0.057 1.345 1.050
H -1.267 0.495 2.233
H 0.518 -2.370 -1.379
*
```

**E**: -417.0234 Ha
**LUMO energy**: 4.00 eV
**Kohn-Sham gap**: 5.917 eV
**Strongest force on any atom**: 2.5 eV Å⁻¹

---

The following is a DFT calculation (wB97M-V/def2-TZVPD) of a cluster of 2 separate species, C3H3O4 in total.

ORCA input file:
```
! wB97M-V def2-TZVPD RIJCOSX def2/J DEFGRID3
* xyz -1 1
C 1.151 0.349 0.483
C -0.064 0.260 0.050
C -0.669 -1.347 -1.299
O 0.293 -2.013 -1.605
O -1.879 -1.236 -1.412
O 1.504 1.167 1.543
O -1.254 0.855 0.355
H 1.892 -0.275 0.140
H 0.898 1.980 1.687
H -1.870 0.259 0.059
*
```

**E**: -417.0608 Ha
**LUMO energy**: 3.89 eV
**Kohn-Sham gap**: 7.017 eV
**Strongest force on any atom**: 5.9 eV Å⁻¹

---

The following is a DFT calculation (wB97M-V/def2-TZVPD) of the ion C3H3O5S2 with charge -1.

ORCA input file:
```
! wB97M-V def2-TZVPD RIJCOSX def2/J DEFGRID3
* xyz -1 1
C -0.950 -1.052 0.079
C -0.740 0.258 0.465
C 0.943 -0.836 -1.713
O -0.898 -1.542 -3.497
O -0.714 -2.100 0.725
O -1.628 -1.233 -1.196
O -1.053 0.682 -2.541
O 1.521 -1.827 -1.404
S -0.136 0.548 2.046
S -0.758 -0.684 -2.355
H -1.034 1.118 0.033
H 1.538 0.190 -1.938
H -0.345 -0.828 2.202
*
```

**Structure (SMILES)**: O=CS(=O)(=O)O/C([O-])=C/S
**E**: -1288.6870 Ha
**LUMO energy (spin up / spin down)**: 3.32 / 3.32 eV
**Kohn-Sham gap (spin up / spin down)**: 6.734 / 6.734 eV
**Strongest force on any atom**: 3.3 eV Å⁻¹

---

The following is a DFT calculation (wB97M-V/def2-TZVPD) of an isolated molecule of C3H3OP.

ORCA input file:
```
! wB97M-V def2-TZVPD RIJCOSX def2/J DEFGRID3
* xyz 0 1
C -0.329 -1.072 0.438
C -0.151 -0.261 -0.594
C 0.789 -0.071 0.644
O -0.903 1.830 -1.352
P -0.915 0.529 -1.958
H -0.959 -1.523 1.084
H 0.621 0.887 1.135
H 1.846 -0.319 0.602
*
```

**Structure (SMILES)**: O=PC1=CC1
**E**: -532.5818 Ha
**LUMO energy**: -0.82 eV
**Kohn-Sham gap**: 8.840 eV
**Strongest force on any atom**: 4.6 eV Å⁻¹

---

The following is a DFT calculation (wB97M-V/def2-TZVPD) of an isolated molecule of C3H3OP.

ORCA input file:
```
! wB97M-V def2-TZVPD RIJCOSX def2/J DEFGRID3
* xyz 0 3
C 1.298 0.681 0.603
C 1.092 0.426 -0.652
C -0.007 0.210 1.096
O -1.690 -0.759 -0.674
P -1.453 -0.539 0.966
H 2.115 0.807 1.164
H 0.751 0.699 -1.596
H -2.107 -1.525 -0.908
*
```

**⟨S²⟩**: 2.0674
**E**: -532.4442 Ha
**LUMO energy (spin up / spin down)**: 0.00 / -1.52 eV
**Kohn-Sham gap (spin up / spin down)**: 6.875 / 6.869 eV
**Strongest force on any atom**: 6.5 eV Å⁻¹

---

The following is a DFT calculation (wB97M-V/def2-TZVPD) of an isolated molecule of C3H3OPS.

ORCA input file:
```
! wB97M-V def2-TZVPD RIJCOSX def2/J DEFGRID3
* xyz 0 1
C 1.302 -0.120 -0.542
C 0.804 -0.370 0.703
C -1.763 0.615 0.207
O -2.086 1.749 0.331
P -0.907 -0.751 0.859
S -1.650 -0.656 -1.092
H 2.377 -0.027 -0.738
H 0.652 -0.216 -1.413
H 1.270 -0.225 1.684
*
```

**Structure (SMILES)**: C=CP1SC1=O
**E**: -930.8325 Ha
**LUMO energy**: 0.01 eV
**Kohn-Sham gap**: 8.950 eV
**Strongest force on any atom**: 3.0 eV Å⁻¹

---

The following is a DFT calculation (wB97M-V/def2-TZVPD) of an isolated molecule of C3H3OPS.

ORCA input file:
```
! wB97M-V def2-TZVPD RIJCOSX def2/J DEFGRID3
* xyz 0 3
C 1.829 -0.316 0.354
C 0.834 0.306 -0.251
C -2.332 0.491 -0.155
O -3.171 1.263 -0.308
P -0.748 0.154 0.751
S -1.973 -1.245 -0.360
H 2.812 -0.634 -0.145
H 1.834 -0.656 1.374
H 0.914 0.637 -1.258
*
```

**⟨S²⟩**: 2.0196
**E**: -930.7071 Ha
**LUMO energy (spin up / spin down)**: 0.01 / -3.11 eV
**Kohn-Sham gap (spin up / spin down)**: 5.549 / 6.539 eV
**Strongest force on any atom**: 4.5 eV Å⁻¹

---

The following is a DFT calculation (wB97M-V/def2-TZVPD) of a structure of composition C3H3OPm.

ORCA input file:
```
! wB97M-V def2-TZVPD RIJCOSX def2/J DEFGRID3
* xyz 0 5
C 0.799 -0.353 0.217
C -0.168 -0.722 -0.948
C 0.144 0.643 -0.451
H -1.201 -1.092 -0.861
H 0.335 -1.173 -1.818
H 0.354 1.584 -0.966
O -0.685 1.398 2.049
Pm 0.421 -0.284 2.778
*
```

**⟨S²⟩**: 6.2620
**E**: -799.4343 Ha
**LUMO energy (spin up / spin down)**: -1.53 / -1.50 eV
**Kohn-Sham gap (spin up / spin down)**: 5.463 / 5.835 eV
**Strongest force on any atom**: 6.9 eV Å⁻¹

---

The following is a DFT calculation (wB97M-V/def2-TZVPD) of a cluster of 2 separate species, C3H3P in total.

ORCA input file:
```
! wB97M-V def2-TZVPD RIJCOSX def2/J DEFGRID3
* xyz 0 1
C 1.217 1.842 -1.949
C 0.025 1.411 -1.918
C -0.033 -0.988 1.191
P -1.254 0.688 -1.120
H -0.247 -1.656 0.359
H -0.712 -0.681 1.978
H 1.004 -0.617 1.458
*
```

**E**: -457.1763 Ha
**LUMO energy (spin up / spin down)**: -2.00 / -2.63 eV
**Kohn-Sham gap (spin up / spin down)**: 7.445 / 5.963 eV
**Strongest force on any atom**: 3.5 eV Å⁻¹

---

The following is a DFT calculation (wB97M-V/def2-TZVPD) of an isolated molecule of C3H4.

ORCA input file:
```
! wB97M-V def2-TZVPD RIJCOSX def2/J DEFGRID3
* xyz 0 1
C -0.946 -0.023 0.012
C 0.454 -0.183 0.014
C 1.676 -0.047 0.003
H -1.413 0.026 0.991
H -1.356 -0.948 -0.537
H -1.162 1.017 -0.521
H 2.749 0.157 0.038
*
```

**Structure (SMILES)**: C#CC
**E**: -116.6214 Ha
**LUMO energy**: 1.07 eV
**Kohn-Sham gap**: 10.833 eV
**Strongest force on any atom**: 5.1 eV Å⁻¹

---

The following is a DFT calculation (wB97M-V/def2-TZVPD) of a cluster of 2 separate species, C3H4 in total.

ORCA input file:
```
! wB97M-V def2-TZVPD RIJCOSX def2/J DEFGRID3
* xyz 0 3
C -1.317 -0.039 -0.030
C 2.032 -0.027 -0.019
C 0.786 0.004 0.001
H -1.573 0.115 0.997
H 3.020 0.269 0.187
H -1.520 0.730 -0.741
H -1.427 -1.051 -0.395
*
```

**⟨S²⟩**: 2.0143
**E**: -116.3757 Ha
**LUMO energy (spin up / spin down)**: 0.97 / -3.65 eV
**Kohn-Sham gap (spin up / spin down)**: 6.432 / 7.647 eV
**Strongest force on any atom**: 2.3 eV Å⁻¹

---

The following is a DFT calculation (wB97M-V/def2-TZVPD) of a cluster of 16 separate species, C3H40N2O15S in total.

ORCA input file:
```
! wB97M-V def2-TZVPD RIJCOSX def2/J DEFGRID3
* xyz 0 1
C 1.963 0.914 0.096
C 2.646 1.992 0.895
S 3.811 3.014 -0.006
N 0.985 0.222 0.937
C 0.006 -0.521 0.181
N -1.195 -0.681 0.972
H 1.635 1.342 -0.842
H 2.692 0.106 -0.017
H 3.111 1.628 1.801
H 1.932 2.716 1.293
H 4.322 2.107 -0.838
H 0.634 0.780 1.693
H -0.314 -0.024 -0.740
H 0.428 -1.464 -0.127
H -1.057 -1.223 1.809
H -1.920 -1.215 0.492
H -0.152 1.654 2.972
H -0.626 3.025 2.747
O 0.178 2.525 2.787
H 1.724 -3.638 2.902
H 0.616 -4.086 1.823
O 0.997 -4.275 2.704
H -3.129 1.719 -0.735
H -2.439 0.701 0.122
O -3.051 1.413 0.158
H -0.703 -3.950 -1.275
H 0.642 -3.472 -0.797
O -0.296 -3.556 -0.492
H 0.115 0.834 -5.608
H 1.271 0.798 -4.633
O 0.650 0.245 -5.054
H -0.753 0.555 5.361
H -0.820 -0.708 4.456
O -1.121 0.224 4.478
H -2.560 1.210 3.514
H -3.198 1.066 2.139
O -2.783 1.706 2.692
H -3.252 -2.561 -1.037
H -3.105 -1.510 -2.210
O -3.405 -1.653 -1.308
H 3.482 -1.676 2.970
H 2.117 -1.638 2.338
O 2.619 -2.020 3.089
H -0.230 -3.260 3.437
H -1.527 -2.832 4.087
O -0.701 -2.465 3.806
H -0.243 3.462 -4.444
H 1.079 3.011 -4.714
O 0.211 2.909 -5.108
H -0.249 2.745 0.901
H -1.573 2.306 0.259
O -0.641 2.426 0.058
H 1.504 -1.785 -4.351
H 1.031 -1.871 -5.775
O 1.497 -2.387 -5.117
H 0.131 2.949 -1.488
H 0.483 4.387 -2.110
O 0.119 3.539 -2.304
H -1.143 -1.694 -3.671
H -1.141 -1.785 -2.189
O -1.303 -2.279 -2.976
*
```

**E**: -1774.5657 Ha
**LUMO energy**: -0.03 eV
**Kohn-Sham gap**: 8.952 eV
**Strongest force on any atom**: 2.5 eV Å⁻¹

---

The following is a DFT calculation (wB97M-V/def2-TZVPD) of a cluster of 17 separate species, C3H40O16 in total.

ORCA input file:
```
! wB97M-V def2-TZVPD RIJCOSX def2/J DEFGRID3
* xyz 0 1
C 0.913 0.493 0.713
C 1.248 1.897 1.313
C 2.540 2.023 2.119
H -0.065 0.781 0.337
H 1.068 -0.341 1.373
H 1.555 0.340 -0.187
H 0.392 2.356 1.751
H 1.431 2.599 0.446
H 2.763 3.072 2.285
H 2.522 1.506 3.042
H 3.391 1.657 1.523
H 1.314 -2.891 1.833
H 2.559 -2.972 1.128
O 2.171 -2.423 1.833
H -3.553 -0.463 -0.858
H -2.904 0.251 -2.026
O -3.378 -0.583 -1.797
H -3.046 1.632 -0.272
H -1.758 2.343 -0.954
O -2.495 1.727 -1.084
H -3.470 -3.011 -0.507
H -2.663 -1.676 -0.598
O -2.675 -2.569 -0.190
H -0.712 -1.447 -3.554
H 0.048 -0.870 -2.250
O 0.044 -0.960 -3.209
H -0.080 0.451 3.827
H -1.195 1.611 3.807
O -0.951 0.723 3.525
H 0.799 1.109 -3.599
H -0.595 1.173 -4.125
O 0.110 1.739 -3.801
H 4.622 -0.964 -0.660
H 3.559 0.089 -0.320
O 4.190 -0.177 -0.999
H 1.985 -1.035 -3.243
H 3.348 -1.092 -2.791
O 2.868 -0.723 -3.559
H 2.210 1.529 -2.645
H 2.939 2.082 -1.559
O 2.111 2.271 -2.029
H 1.274 -2.293 -0.071
H 0.589 -2.582 -1.417
O 1.311 -2.084 -1.014
H 0.461 3.112 -1.553
H -0.676 4.068 -1.605
O -0.149 3.590 -0.951
H -0.838 -3.068 3.506
H -2.106 -2.498 2.917
O -1.140 -2.396 2.884
H -1.277 -3.614 1.166
H -0.704 -3.168 -0.030
O -0.477 -3.810 0.657
H -3.911 1.184 1.850
H -3.176 2.413 1.576
O -3.918 1.920 1.189
H -2.412 -0.931 1.676
H -2.807 -0.426 3.014
O -3.203 -0.675 2.166
*
```

**E**: -1342.0885 Ha
**LUMO energy**: -0.16 eV
**Kohn-Sham gap**: 10.656 eV
**Strongest force on any atom**: 2.8 eV Å⁻¹

---

The following is a DFT calculation (wB97M-V/def2-TZVPD) of a cluster of 18 separate species, C3H43NO17 in total.

ORCA input file:
```
! wB97M-V def2-TZVPD RIJCOSX def2/J DEFGRID3
* xyz 0 1
C 2.580 -2.592 -1.329
C 1.306 -2.219 -2.047
C 0.119 -3.245 -1.624
N 0.986 -0.756 -1.810
H 2.554 -3.606 -0.906
H 3.541 -2.180 -1.602
H 2.497 -2.024 -0.418
H 1.479 -2.307 -3.112
H 0.591 -4.018 -1.036
H -0.607 -2.555 -1.245
H -0.265 -3.611 -2.572
H 1.412 -0.407 -0.924
H -0.038 -0.713 -1.786
H 2.129 -0.238 3.312
H 1.228 0.925 3.226
O 2.148 0.699 2.930
H -4.184 2.737 0.053
H -3.079 3.147 -0.868
O -3.393 3.299 0.048
H -2.304 0.227 -2.381
H -2.076 0.510 -3.849
O -2.775 0.412 -3.196
H -3.195 -1.300 -1.481
H -4.518 -1.626 -1.293
O -3.679 -2.094 -1.126
H 2.201 -2.570 1.281
H 1.004 -2.385 2.351
O 1.971 -2.295 2.164
H -1.033 2.141 3.840
H 0.352 2.769 3.714
O -0.158 1.987 3.477
H -1.635 1.278 2.599
H -2.067 1.541 1.127
O -2.174 0.939 1.890
H 2.069 1.998 1.701
H 2.348 3.053 0.758
O 1.744 2.897 1.524
H -0.702 1.604 -0.144
H -0.634 -0.015 0.312
O -0.871 0.673 -0.296
H 4.265 -0.560 0.402
H 3.141 -0.180 1.406
O 3.323 -0.325 0.478
H -3.683 -1.541 0.585
H -2.668 -0.693 1.439
O -3.008 -1.578 1.297
H 0.216 3.180 0.659
H -0.964 4.225 0.442
O -0.582 3.389 0.101
H -1.164 -3.291 2.817
H -1.064 -1.944 2.182
O -0.586 -2.520 2.789
H 2.652 3.560 -1.154
H 3.934 2.663 -1.106
O 3.426 3.351 -0.621
H -0.631 3.190 -1.699
H -0.693 2.940 -3.233
O -0.093 3.128 -2.498
H 1.660 2.191 -3.059
H 2.321 1.259 -2.243
O 2.577 1.934 -2.896
H -2.005 -4.748 0.476
H -2.679 -3.378 1.056
O -2.567 -4.328 1.114
*
```

**E**: -1473.8744 Ha
**LUMO energy**: -0.29 eV
**Kohn-Sham gap**: 8.891 eV
**Strongest force on any atom**: 3.6 eV Å⁻¹

---

The following is a DFT calculation (wB97M-V/def2-TZVPD) of a structure of composition C3H4AlFO3.

ORCA input file:
```
! wB97M-V def2-TZVPD RIJCOSX def2/J DEFGRID3
* xyz 1 2
C -1.022 -0.405 1.019
C -1.049 -0.177 -0.395
H -0.486 -1.332 1.262
H -0.688 0.455 1.613
F -1.536 1.052 -0.776
H -1.532 -0.938 -1.022
Al -2.824 -0.751 1.623
O 2.421 -0.221 -0.230
C 1.485 0.502 -0.879
O 1.603 1.705 -1.042
O 0.477 -0.252 -1.184
H 3.151 0.362 0.010
*
```

**⟨S²⟩**: 0.7575
**E**: -684.3615 Ha
**LUMO energy (spin up / spin down)**: -6.38 / -8.76 eV
**Kohn-Sham gap (spin up / spin down)**: 7.240 / 4.829 eV
**Strongest force on any atom**: 5.7 eV Å⁻¹